{
  "formula": "C5H6O",
  "method": "ωB97M-V/def2-TZVPD",
  "elements": ["O", "C", "C", "C", "C", "C", "H", "H", "H", "H", "H", "H"],
  "positions_angstrom": [[-1.625, 1.769, 0.081], [-0.794, 0.710, 0.016], [-0.898, -0.447, -0.654], [0.240, -1.017, 0.163], [1.492, -0.323, -0.178], [0.477, 0.400, 0.733], [-2.468, 1.387, -0.230], [-1.285, -0.652, -1.643], [0.100, -1.836, 0.861], [1.603, 0.011, -1.210], [2.396, -0.680, 0.314], [0.762, 0.678, 1.746]],
  "homo_lumo_gap_ev": 9.016,
  "relative_energy_kj_mol": 275.3,
  "total_energy_ev": -7326.4310,
  "max_force_ev_per_a": 0.7,
  "homo_energy_ha": -0.2967
}

***

{
  "formula": "C5H6O",
  "method": "ωB97M-V/def2-TZVPD",
  "elements": ["C", "C", "C", "O", "C", "C", "H", "H", "H", "H", "H", "H"],
  "positions_angstrom": [[-1.784, -0.296, -0.339], [-0.458, -0.128, -0.293], [0.064, 1.063, 0.449], [1.376, 0.710, 0.907], [1.710, -0.397, 0.195], [0.750, -0.896, -0.608], [-2.347, -0.909, -1.028], [-0.640, 1.346, 1.235], [-2.360, 0.210, 0.432], [0.172, 1.918, -0.232], [2.702, -0.780, 0.412], [0.816, -1.841, -1.131]],
  "homo_lumo_gap_ev": 9.169,
  "smiles": "C=C1C=COC1",
  "relative_energy_kj_mol": 137.6,
  "total_energy_ev": -7327.8586,
  "max_force_ev_per_a": 0.7,
  "homo_energy_ha": -0.2985
}

***

{
  "formula": "C5H6O",
  "method": "ωB97M-V/def2-TZVPD",
  "elements": ["C", "C", "C", "C", "O", "C", "H", "H", "H", "H", "H", "H"],
  "positions_angstrom": [[1.299, 0.158, -0.456], [0.355, -0.892, 0.000], [0.440, 0.424, 0.762], [-1.050, 0.673, 0.402], [-1.162, 0.778, -1.008], [-1.098, -0.524, -0.409], [1.144, 0.700, -1.383], [2.335, -0.076, -0.213], [0.626, -1.902, 0.294], [0.907, 0.783, 1.671], [-1.824, 1.070, 1.055], [-1.902, -1.201, -0.672]],
  "homo_lumo_gap_ev": 10.322,
  "smiles": "C1[C@@H]2[C@H]1[C@@H]1O[C@H]21",
  "relative_energy_kj_mol": 329.3,
  "total_energy_ev": -7325.8720,
  "max_force_ev_per_a": 0.6,
  "homo_energy_ha": -0.3356
}

***

{
  "formula": "C5H6O",
  "method": "ωB97M-V/def2-TZVPD",
  "elements": ["C", "C", "C", "O", "C", "C", "H", "H", "H", "H", "H", "H"],
  "positions_angstrom": [[-0.358, 1.809, 0.504], [0.378, 0.573, 0.007], [-0.557, -0.572, -0.332], [-1.746, -0.436, -0.521], [0.083, -1.885, -0.428], [0.647, -2.949, -0.465], [0.338, 2.641, 0.642], [-0.840, 1.611, 1.465], [-1.142, 2.102, -0.200], [1.116, 0.215, 0.735], [0.947, 0.791, -0.909], [1.136, -3.899, -0.498]],
  "homo_lumo_gap_ev": 10.718,
  "smiles": "C#CC(=O)CC",
  "relative_energy_kj_mol": 163.7,
  "total_energy_ev": -7327.5875,
  "max_force_ev_per_a": 0.6,
  "homo_energy_ha": -0.3796
}

***

{
  "formula": "C5H6O",
  "method": "ωB97M-V/def2-TZVPD",
  "elements": ["C", "C", "C", "O", "C", "C", "H", "H", "H", "H", "H", "H"],
  "positions_angstrom": [[-0.052, 1.388, 0.568], [-0.150, -0.082, 0.119], [-1.487, -0.435, -0.486], [-2.465, 0.267, -0.413], [1.046, -0.700, -0.450], [2.014, -1.415, -0.520], [0.842, 1.573, 1.168], [-0.012, 2.075, -0.291], [-0.938, 1.673, 1.141], [-0.128, -0.903, 0.870], [-1.533, -1.473, -0.868], [2.861, -1.968, -0.838]],
  "homo_lumo_gap_ev": 10.559,
  "smiles": "C#C[C@@H](C)C=O",
  "relative_energy_kj_mol": 235.6,
  "total_energy_ev": -7326.8431,
  "max_force_ev_per_a": 1.7,
  "homo_energy_ha": -0.3606
}

***

{
  "formula": "C5H6O",
  "method": "ωB97M-V/def2-TZVPD",
  "elements": ["C", "C", "C", "C", "C", "O", "H", "H", "H", "H", "H", "H"],
  "positions_angstrom": [[-0.795, -0.860, -1.798], [-0.499, -0.282, -0.798], [-0.008, 1.422, 1.190], [-1.364, 0.949, 1.572], [-0.539, 0.506, 0.365], [2.144, -1.847, -1.137], [-0.576, -1.427, -2.712], [0.835, 2.061, 1.275], [1.537, -1.142, -0.893], [-1.402, 0.395, 2.509], [-2.296, 1.612, 1.557], [2.963, -1.387, -1.131]],
  "homo_lumo_gap_ev": 9.634,
  "smiles": "C#CC1=CC1.O",
  "relative_energy_kj_mol": 445.1,
  "total_energy_ev": -7324.6714,
  "max_force_ev_per_a": 3.6,
  "homo_energy_ha": -0.3358
}